14
Properties=species:S:1:pos:R:3:forces:R:3:lowdin_charge:R:1 method="wB97M-V/def2-TZVPD" e_homo_ev=-9.160 lumo_energy_ev=0.9 smiles=NCCCO e_above_lowest_kcal_mol=38.9 orbital_gap_ev=10.02
C -0.9562 -0.0309 -0.6478 -1.01 0.95 -3.13 -0.312
C 0.1700 0.8270 -0.0977 -0.50 1.79 2.22 -0.228
C 1.2021 -0.0442 0.6071 1.88 3.91 -1.86 -0.320
H -2.2077 -0.2064 1.0868 -0.13 1.35 0.71 0.048
H -1.4747 -1.4959 0.5864 0.36 -1.40 0.49 0.041
H -0.4832 -0.8210 -1.3674 -0.98 1.12 1.66 0.135
H -1.5655 0.6063 -1.4019 0.82 -0.79 1.26 0.117
H -0.1668 1.5601 0.7276 -0.18 -0.96 -1.12 0.127
H 0.6445 1.5589 -0.8139 -0.38 -1.24 0.20 0.118
H 2.0473 0.7286 0.8788 -1.13 -1.74 0.00 0.143
H 0.8449 -0.5054 1.4706 -0.60 -0.92 1.34 0.088
H 2.2306 -0.5320 -0.9726 -1.06 -0.78 1.05 0.126
N -1.8988 -0.6666 0.2730 0.70 -0.50 -1.59 0.009
O 1.6135 -0.9784 -0.3292 2.23 -0.78 -1.22 -0.094

***

18
Properties=species:S:1:pos:R:3:forces:R:3:lowdin_charge:R:1 method="wB97M-V/def2-TZVPD" e_homo_ev="-8.342 / -8.343" lumo_energy_ev="0.7 / 0.7" e_above_lowest_kcal_mol=97.0 orbital_gap_ev="9.03 / 9.03"
C -0.5164 -0.1236 0.2184 -2.33 -2.11 3.39 -0.506
C 1.5949 0.2955 -0.7344 -0.13 -2.05 2.08 -0.150
C -1.0199 1.2515 0.5824 0.03 -0.30 0.09 -0.037
C -1.1444 -0.7427 -1.0039 -0.09 -0.17 0.37 -0.033
N 0.7063 -0.5964 0.5818 3.35 2.68 -4.34 0.043
O -1.0200 -1.0206 1.8436 -1.27 1.27 -1.25 -0.220
O 2.8371 0.5217 -0.1994 0.59 0.18 -0.12 -0.046
H -0.9841 -1.9735 1.6971 0.06 0.11 -0.36 0.003
H 3.2310 -0.3232 0.0524 -0.08 0.09 -0.08 0.103
H 0.9975 -0.1511 1.4498 0.04 0.18 -0.19 0.099
H 1.5669 -0.4518 -1.5273 0.02 0.04 -0.01 0.102
H 1.2005 1.2504 -1.0816 -0.37 -0.10 0.48 0.110
H -0.5154 1.6236 1.4710 0.01 0.00 0.00 0.091
H -2.0863 1.1887 0.7892 -0.01 0.01 -0.01 0.091
H -0.8765 1.9472 -0.2469 0.06 0.00 -0.01 0.082
H -2.1771 -0.9924 -0.7583 0.01 0.06 -0.06 0.094
H -0.6288 -1.6571 -1.2911 0.04 0.03 0.03 0.088
H -1.1653 -0.0461 -1.8428 0.08 0.08 0.00 0.087

***

43
Properties=species:S:1:pos:R:3:forces:R:3:lowdin_charge:R:1 method="wB97M-V/def2-TZVPD" e_homo_ev=-8.471 lumo_energy_ev=-2.1 e_above_lowest_kcal_mol=11.3 orbital_gap_ev=6.33
Pt -0.4286 0.9379 0.1890 0.18 -0.52 0.13 1.091
O -3.8284 -1.4836 2.3623 0.19 0.02 0.06 0.210
C -3.0347 -0.5557 1.8928 -0.57 -0.35 -0.72 -0.344
O -3.2831 -0.0892 0.7677 -0.08 -0.13 0.64 0.138
C -1.9698 -0.1240 2.7894 0.32 0.15 0.46 -0.154
C -2.0000 -0.4149 4.1481 -0.08 0.06 -0.42 0.050
C -1.0564 0.1916 4.9647 0.20 0.23 0.01 0.001
C -0.1826 1.1135 4.4139 -0.19 -0.16 0.23 0.055
C -0.2085 1.3351 3.0433 0.08 0.14 -0.09 -0.125
N -1.0445 0.6764 2.2494 0.18 0.14 -0.12 0.046
C 0.6921 2.4113 2.4091 0.05 -0.19 -0.04 -0.582
O 1.2044 3.2118 3.1571 0.05 -0.07 0.13 0.099
O 0.8038 2.3500 1.1297 -0.58 0.11 -0.18 -0.140
H -4.5100 -1.6887 1.7008 0.00 0.03 -0.04 0.173
H -2.7564 -1.0697 4.5525 -0.03 -0.03 -0.04 0.130
H -1.0442 -0.0219 6.0242 0.02 0.01 0.02 0.122
H 0.5217 1.6876 4.9989 0.00 -0.01 0.03 0.134
Cl -1.4699 3.2058 -2.1151 -0.05 0.10 0.00 0.770
C -0.0510 2.3064 -2.4896 0.02 -0.16 -0.07 -0.661
C 0.4528 1.3921 -1.5659 0.02 0.20 0.00 -0.363
C 1.7453 0.9233 -1.8041 -0.01 0.16 0.11 -0.690
Cl 2.6072 0.1603 -0.5102 -0.08 -0.16 0.01 0.751
C 2.4182 1.1605 -2.9988 -0.06 0.02 -0.02 -0.710
Cl 3.9737 0.4839 -3.2722 0.04 -0.02 -0.01 0.693
C 1.8228 1.9593 -3.9706 -0.11 0.00 0.12 -0.708
Cl 2.6130 2.2347 -5.4692 0.04 0.00 -0.06 0.688
C 0.6022 2.5733 -3.6938 0.12 -0.13 0.01 -0.703
Cl -0.0804 3.6540 -4.8404 -0.05 0.05 -0.02 0.690
F -3.1735 1.0767 -1.2036 0.03 0.00 0.07 0.149
B -2.6291 1.1437 0.0125 0.32 0.29 0.03 -1.063
F -2.9011 2.2169 0.8002 -0.03 0.12 -0.17 0.166
S -1.1460 -1.1341 -0.6241 -0.12 0.18 0.17 0.767
C 0.3170 -2.0045 -1.0789 0.04 -0.05 -0.13 -0.660
C 0.9670 -2.8336 -0.1675 -0.04 0.10 -0.03 -0.140
C 2.0502 -3.5934 -0.5726 0.08 -0.01 -0.08 -0.092
C 2.4910 -3.5290 -1.8893 -0.02 -0.02 0.04 -0.083
C 1.8360 -2.7143 -2.8021 0.08 0.00 0.00 -0.085
C 0.7470 -1.9577 -2.4012 0.05 -0.02 -0.01 -0.138
H 0.6247 -2.8670 0.8587 -0.03 0.00 0.01 0.097
H 2.5566 -4.2314 0.1402 0.01 -0.01 -0.01 0.102
H 3.3423 -4.1177 -2.2045 0.01 -0.01 0.00 0.103
H 2.1774 -2.6624 -3.8275 0.01 -0.01 -0.02 0.107
H 0.2320 -1.3130 -3.1029 -0.02 -0.06 0.00 0.111

***

15
Properties=species:S:1:pos:R:3:forces:R:3:lowdin_charge:R:1 method="wB97M-V/def2-TZVPD" e_homo_ev=-9.142 lumo_energy_ev=0.5 smiles="C#CC=C.C=C=C" e_above_lowest_kcal_mol=132.0 orbital_gap_ev=9.66
C 0.6009 -0.9841 -0.9596 0.95 1.38 -0.22 0.118
C 1.3173 -0.0517 -0.6815 -0.60 -1.99 0.41 -0.163
C -2.4833 -0.5334 0.3939 -0.03 -2.33 -1.37 -0.253
C -2.1486 0.1844 1.3654 0.34 3.54 3.72 -0.028
C -2.6325 -1.3133 -0.6190 -0.40 0.88 -2.28 -0.033
C 3.2908 1.0491 0.3709 -0.96 -0.92 0.99 0.024
C 2.0992 0.9954 -0.2600 1.95 4.34 -0.85 -0.230
H 0.0709 -1.4409 -1.7196 -1.03 -1.30 -0.51 0.016
H -2.9129 0.5699 2.1160 1.05 -0.45 -1.12 0.085
H -1.1235 0.6304 1.4439 -0.88 -0.85 0.08 0.077
H -2.6658 -2.3893 -0.6898 0.21 -0.01 0.41 0.060
H -2.6973 -0.7382 -1.5751 -0.37 -0.80 0.56 0.081
H 3.7979 1.9069 0.8189 -0.42 0.23 -1.00 0.062
H 3.7008 0.1355 0.7623 0.11 -0.49 0.01 0.052
H 1.7861 1.9794 -0.7668 0.09 -1.23 1.18 0.132

***

Total energy readings, ordered: -249.65170 -364.11355 -4128.40079 -271.32102 Ha